Record 1
61
Properties=species:S:1:pos:R:3:forces:R:3:nbo_charge:R:1 method="wB97M-V/def2-TZVPD" energy_ha=-6348.5980 total_charge=-1 homo_ha=-0.182 homo_lumo_gap_ev=7.07
C 0.28129 -0.13476 3.59242 0.501 0.576 -0.091 -0.6188
C 0.16703 -0.09567 2.05459 -0.006 -0.299 1.029 -0.4461
C -1.13963 -0.65501 1.51254 0.181 0.917 -0.567 -0.5151
Br -1.46913 -2.39016 2.34826 -0.153 -0.109 0.090 -0.0541
P -1.19094 -0.85147 -0.41744 -0.250 -1.646 0.205 1.3240
C -2.76305 -1.92970 -0.51426 -0.543 0.871 -0.406 -0.7560
C -4.02063 -1.56744 0.30200 0.230 -0.715 0.190 -0.5088
C -5.24025 -1.25210 -0.51397 -0.110 0.107 0.495 0.9770
F -5.26402 -0.01824 -1.02985 0.233 0.440 -0.382 -0.3346
F -6.35376 -1.33195 0.25120 -0.366 -0.018 0.403 -0.3517
F -5.44310 -2.10147 -1.52108 0.064 -0.398 -0.499 -0.3307
P -2.26487 1.18391 -0.61316 1.243 0.856 0.118 1.1452
O -1.42390 2.35815 -0.19367 -0.132 -0.042 0.221 -1.1465
O -1.03039 -1.09341 -2.17299 0.016 0.106 0.246 -0.8024
C 0.28936 -0.96299 -2.59227 -0.747 -0.135 -0.216 -0.2964
P 1.26814 -2.52919 -2.47826 -0.673 -0.558 0.147 1.7943
O 1.89247 -2.73372 -0.99700 0.368 0.059 -0.316 -0.9738
O 2.54926 -2.18748 -3.41567 0.138 0.157 0.188 -0.9933
S 0.29408 -4.07567 -3.04335 0.008 0.085 -0.036 -0.5828
C 0.80837 0.25375 -1.80855 1.069 -0.222 -0.028 0.5303
C 2.31772 0.46701 -1.69417 0.269 0.156 -0.059 -0.4432
C 2.67839 1.83229 -1.11715 0.378 0.063 0.183 -0.3806
C 4.20880 2.00352 -0.95137 -0.706 0.159 -0.002 -0.2195
C 4.66886 1.32079 0.33992 -0.087 -0.235 -0.269 -0.6052
C 4.59365 3.49070 -0.96691 0.069 0.092 -0.065 -0.6048
O 0.22711 1.43874 -2.49003 -0.576 -0.138 -0.072 -0.4034
N 0.72878 1.58120 -3.77077 0.040 -0.514 0.302 0.3480
O -0.09487 1.97942 -4.50570 -0.012 0.472 -0.065 -0.2859
O 0.29328 0.12740 -0.56892 -0.081 0.464 -0.198 -0.7972
H 0.98698 0.65413 3.87954 0.028 -0.081 0.077 0.1934
H 0.70863 -1.07036 3.95175 -0.314 -0.089 0.061 0.2029
H -0.65356 0.10084 4.10017 0.294 -0.328 -0.079 0.2064
H 1.01427 -0.66626 1.66964 -0.027 0.243 -0.338 0.2054
H 0.23392 0.95649 1.77574 0.016 -0.164 -0.497 0.2413
H -1.92804 0.03341 1.83540 -0.145 -0.405 0.148 0.1968
H -0.43284 -2.05579 -0.25099 0.303 0.251 0.009 -0.1507
H -3.04351 -1.89541 -1.56965 0.148 -0.021 0.000 0.2449
H -2.48597 -2.96386 -0.32257 0.147 0.081 0.061 0.2419
H -3.87389 -0.77198 1.03166 -0.061 0.070 -0.069 0.2302
H -4.32365 -2.44727 0.87565 0.049 0.080 0.092 0.2345
H -3.42561 1.21597 0.19340 -0.327 -0.302 -0.398 -0.1008
H -2.65632 1.34092 -1.96465 -0.522 -0.268 0.104 -0.0737
H 0.21568 -0.83635 -3.67929 0.526 0.262 0.009 0.2314
H 2.79340 -2.40256 -0.91457 -0.091 0.113 0.258 0.4864
H 3.38895 -2.20817 -2.94590 0.045 0.001 -0.167 0.4926
H 2.82607 0.34572 -2.65520 -0.204 0.027 -0.083 0.2124
H 2.71224 -0.30071 -1.02311 -0.133 -0.029 0.022 0.1913
H 2.19938 1.95899 -0.14148 -0.142 0.053 -0.119 0.2197
H 2.31293 2.63059 -1.76224 -0.127 -0.133 -0.063 0.2092
H 4.64536 1.51410 -1.82963 0.266 0.044 0.130 0.1832
H 4.66975 0.23396 0.21827 0.162 0.025 0.086 0.1969
H 3.95539 1.53181 1.14089 0.116 0.150 0.022 0.2107
H 5.65930 1.65465 0.65337 0.042 -0.127 -0.031 0.2016
H 5.51261 3.66639 -1.53254 0.063 -0.052 0.161 0.2020
H 3.82211 4.10208 -1.43901 0.003 -0.054 0.003 0.2107
H 4.73963 3.88075 0.04354 -0.025 -0.025 -0.015 0.2009
C -3.97095 -0.09787 5.50242 -0.064 -0.040 -0.098 -0.3930
Cl -3.11492 -0.40530 7.02373 -0.017 -0.004 0.019 -0.0396
Cl -2.93700 0.66382 4.29608 -0.454 0.173 0.110 0.0005
H -4.31069 -1.04655 5.10440 0.054 -0.032 0.015 0.2260
H -4.80773 0.55735 5.71080 0.024 0.032 0.025 0.2165



Record 2
23
Properties=species:S:1:pos:R:3:forces:R:3:nbo_charge:R:1 method="wB97M-V/def2-TZVPD" energy_ha=-292.6658 total_charge=+1 homo_ha=-0.543 homo_lumo_gap_ev=11.23
C -0.90431 -0.82739 0.93052 -0.156 0.377 0.054 -0.6330
C -0.38226 0.61229 0.67288 0.100 -0.766 0.566 -0.4098
C -0.21929 1.36698 2.00950 -0.073 0.315 -1.036 -0.3874
C 0.01692 2.85025 1.73418 -0.396 0.006 0.392 -0.6068
H -0.10481 -1.47401 1.28982 -0.060 -0.066 0.047 0.2238
H -1.44140 -1.34088 0.11925 0.247 0.114 -0.212 0.1737
H -1.68554 -0.78719 1.69307 0.192 0.013 0.109 0.2463
H -1.03519 1.16195 -0.00609 -0.225 0.144 0.116 0.1985
H 0.61420 0.60829 0.21659 0.133 -0.101 -0.090 0.1620
H 0.63496 0.98446 2.57069 -0.180 -0.282 0.021 0.2125
H -1.13784 1.19560 2.56676 0.065 0.180 0.312 0.2086
H 0.87648 2.99766 1.07910 0.074 0.055 0.113 0.2015
H 0.17035 3.37607 2.67760 0.181 0.095 -0.150 0.2304
H -0.85460 3.30880 1.25957 0.052 -0.064 -0.038 0.2071
C 0.87947 -1.74689 -2.62884 0.819 0.256 0.736 -0.0741
C 1.17481 -2.72450 -1.78805 -0.853 -0.305 -0.755 -0.3195
N 0.05673 -0.63086 -2.11326 -0.769 -0.105 0.445 -0.7123
H 1.37238 -1.51431 -3.55974 0.035 -0.027 -0.024 0.2410
H 1.92596 -3.46224 -2.02992 -0.091 -0.046 -0.098 0.2534
H 0.51537 -2.91986 -0.94788 0.477 0.212 0.368 0.2205
H -0.63576 -0.92221 -1.40645 -0.007 -0.410 -0.229 0.4576
H 0.62757 -0.01258 -1.52669 0.150 0.345 -0.513 0.4571
H -0.46421 -0.09942 -2.81259 0.286 0.061 -0.135 0.4487



Record 3
55
Properties=species:S:1:pos:R:3:forces:R:3:nbo_charge:R:1 method="wB97M-V/def2-TZVPD" energy_ha=-911.8721 homo_ha=-0.308 smiles=CC(C)c1cccc(C(C)C)c1OCCCCN1CCCC1 homo_lumo_gap_ev=9.26
C 5.20565 -0.94672 0.68899 -0.208 -0.077 0.106 -0.5915
C 3.78557 -1.40110 0.33662 0.100 -0.076 -0.026 -0.2472
C 3.83245 -2.61306 -0.59664 -0.111 0.085 0.226 -0.5951
C 3.01667 -0.24829 -0.27217 -0.202 -0.128 0.324 -0.0948
C 3.50002 0.36023 -1.42409 -0.091 0.046 -0.044 -0.1625
C 2.91183 1.50073 -1.93037 0.128 0.029 -0.087 -0.2315
C 1.85190 2.08298 -1.25972 -0.047 -0.062 0.041 -0.2175
C 1.32092 1.49223 -0.12450 -0.154 -0.205 0.189 -0.0642
C 0.22058 2.14356 0.67967 -0.044 0.135 0.015 -0.2363
C 0.86246 2.91845 1.83562 -0.162 -0.193 -0.020 -0.5944
C -0.68158 3.06350 -0.13967 0.094 -0.224 0.105 -0.6095
C 1.87761 0.28947 0.33646 0.091 0.112 -0.231 0.3599
O 1.32030 -0.28432 1.46558 0.310 0.402 -0.151 -0.5501
C 0.73719 -1.57006 1.33186 -0.507 -0.407 0.118 -0.0553
C -0.73406 -1.56009 0.90456 0.521 0.242 -0.171 -0.4145
C -0.93733 -1.22678 -0.57176 -0.317 -0.184 0.131 -0.4143
C -2.35853 -1.56318 -1.02539 0.250 0.042 -0.008 -0.1988
N -3.35811 -0.91874 -0.20737 -0.184 -0.080 -0.083 -0.4474
C -4.70124 -1.43575 -0.38942 -0.137 -0.063 0.120 -0.2109
C -5.55754 -0.39932 0.32446 0.004 -0.104 -0.120 -0.4034
C -4.89919 0.91415 -0.10314 -0.001 -0.025 0.047 -0.4132
C -3.43248 0.53011 -0.35715 0.221 0.198 0.073 -0.2249
H 5.73486 -1.74633 1.20339 0.104 -0.066 0.043 0.2061
H 5.17079 -0.07778 1.34219 0.063 0.084 0.057 0.2142
H 5.76751 -0.68280 -0.20318 0.085 0.036 -0.100 0.2000
H 3.30434 -1.68999 1.27466 -0.013 0.032 -0.120 0.2142
H 2.82997 -2.93585 -0.87263 -0.062 -0.059 -0.061 0.2055
H 4.33858 -3.44353 -0.10866 0.070 -0.108 0.000 0.2079
H 4.37146 -2.37322 -1.50996 0.062 0.008 -0.124 0.2029
H 4.36308 -0.05553 -1.92192 0.115 -0.066 -0.044 0.1982
H 3.29996 1.95747 -2.82903 0.039 0.040 -0.067 0.2094
H 1.43584 3.00536 -1.63228 -0.099 0.104 -0.034 0.2114
H -0.39062 1.34853 1.11728 0.026 0.050 -0.068 0.2147
H 1.52740 3.68953 1.45096 0.065 0.090 -0.040 0.2014
H 0.09593 3.39150 2.44596 -0.057 0.082 0.111 0.2031
H 1.43909 2.24138 2.46025 0.082 -0.010 0.115 0.2182
H -0.15628 3.97134 -0.42720 0.031 0.123 -0.079 0.2015
H -1.03538 2.56469 -1.03944 -0.076 -0.001 -0.123 0.2106
H -1.54646 3.35484 0.45317 -0.073 0.064 0.041 0.2112
H 0.81611 -2.01624 2.32901 0.054 -0.018 -0.151 0.1887
H 1.29845 -2.18643 0.62268 0.081 0.037 0.078 0.1671
H -1.29411 -0.85855 1.52170 -0.050 -0.048 0.124 0.2150
H -1.13251 -2.55859 1.09731 -0.054 -0.069 0.076 0.2039
H -0.73007 -0.17246 -0.75292 0.070 0.069 -0.080 0.2078
H -0.23887 -1.80806 -1.18001 0.060 0.072 -0.052 0.2048
H -2.46987 -1.29596 -2.09527 -0.075 -0.049 0.086 0.1623
H -2.51257 -2.64272 -0.93391 0.035 -0.004 -0.062 0.1909
H -4.98392 -1.50061 -1.45600 -0.002 -0.006 0.014 0.1548
H -4.77860 -2.43242 0.05006 -0.041 -0.022 -0.079 0.1993
H -5.46521 -0.53453 1.40171 -0.041 -0.044 0.037 0.2042
H -6.60859 -0.45571 0.04819 -0.049 -0.009 0.041 0.2104
H -5.35816 1.28346 -1.02086 0.005 0.030 0.021 0.2029
H -4.99472 1.68722 0.65703 -0.024 0.063 -0.039 0.2121
H -3.11748 0.84739 -1.36356 0.037 -0.004 0.029 0.1703
H -2.76302 0.99659 0.36885 0.079 0.135 -0.103 0.1921



Record 4
86
Properties=species:S:1:pos:R:3:forces:R:3:mulliken_spin:R:1 method="wB97M-V/def2-TZVPD" multiplicity=2 energy_ha=-3474.0534 total_charge=+2 homo_ha="-0.478 / -0.478" homo_lumo_gap_ev="7.44 / 7.72"
Co -0.08599 -0.80059 1.35645 0.065 -0.229 0.344 0.9869
C 4.31613 1.03592 -1.32635 0.005 0.008 0.055 0.0004
N 3.30289 0.13333 -0.78256 -0.030 -0.020 0.039 0.0016
C 2.52414 0.31787 0.27380 -0.027 0.009 -0.028 0.0121
N 1.60075 -0.63685 0.30614 -0.174 0.093 -0.110 -0.0565
C 1.87866 -1.39244 -0.79570 0.028 0.021 0.008 0.0107
N 2.89658 -0.94619 -1.47962 0.042 -0.055 -0.027 -0.0033
C 3.67881 2.22092 -2.01741 0.059 0.024 0.002 0.0003
C 4.33035 3.44871 -2.00260 -0.004 -0.013 0.004 0.0001
C 3.79182 4.53733 -2.67440 0.000 -0.017 -0.007 0.0000
C 2.59186 4.41166 -3.35408 0.017 -0.004 -0.012 -0.0001
C 1.92990 3.18691 -3.35707 0.014 0.015 -0.013 0.0000
C 2.47471 2.09147 -2.69619 -0.034 0.005 0.031 0.0004
C 0.67745 3.05639 -4.10141 -0.026 -0.022 0.000 0.0001
N 0.33126 3.66190 -5.17824 0.014 0.027 0.030 0.0000
N -0.93540 3.20296 -5.49997 -0.041 -0.013 0.012 0.0000
C -1.26269 2.35311 -4.59349 0.056 0.036 -0.017 0.0000
O -0.28571 2.19910 -3.65231 0.001 -0.008 -0.005 0.0000
C -2.50595 1.59506 -4.48524 -0.036 -0.022 -0.040 -0.0001
C -3.30786 1.45436 -5.61631 0.008 -0.018 0.013 0.0000
C -4.49004 0.74197 -5.52890 -0.007 0.005 0.026 0.0000
C -4.87817 0.17516 -4.32176 0.001 0.011 -0.015 0.0000
C -4.09229 0.33137 -3.18822 -0.048 -0.002 -0.011 0.0001
C -4.57672 -0.22397 -1.86859 -0.005 -0.030 0.020 0.0010
N -3.49471 -0.83232 -1.10028 0.059 0.035 0.053 -0.0004
C -2.69723 -0.25412 -0.21177 -0.048 0.007 0.031 0.0015
N -1.73427 -1.09876 0.13949 -0.007 -0.026 -0.080 0.0396
C -2.01884 -2.21449 -0.59698 0.018 0.050 0.034 0.0031
N -3.07032 -2.08185 -1.36000 -0.015 -0.042 -0.082 0.0021
C -2.90176 1.03916 -3.27556 0.015 0.017 0.016 0.0002
H 4.91663 0.43032 -2.00353 -0.015 0.032 -0.036 -0.0003
H 4.95528 1.36429 -0.50759 0.005 -0.014 -0.006 0.0000
H 2.63436 1.13475 0.96832 -0.014 0.004 -0.002 0.0021
H 1.31460 -2.26298 -1.08599 -0.003 0.013 -0.004 0.0014
H 5.26943 3.55546 -1.47274 0.004 0.003 0.001 0.0000
H 4.31091 5.48577 -2.66657 0.000 0.003 0.001 0.0000
H 2.16357 5.24856 -3.88884 -0.005 -0.002 -0.002 0.0000
H 1.96871 1.13451 -2.74993 -0.004 -0.001 0.000 -0.0007
H -2.99072 1.89684 -6.55044 0.007 0.007 0.002 0.0000
H -5.11199 0.62113 -6.40484 0.002 -0.009 -0.004 0.0000
H -5.80033 -0.38990 -4.26545 -0.006 0.003 0.004 0.0000
H -5.33193 -0.99114 -2.02203 0.010 -0.004 0.001 0.0001
H -5.00860 0.55460 -1.23778 -0.002 0.022 -0.032 0.0001
H -2.83906 0.75263 0.14702 0.003 -0.025 0.011 -0.0021
H -1.44248 -3.12100 -0.54888 0.005 -0.018 0.007 -0.0008
H -2.27213 1.17736 -2.40345 0.000 -0.015 -0.009 -0.0005
O -1.13653 -1.32329 3.17950 0.034 0.095 -0.198 0.0175
C -1.89428 -0.65349 4.21660 0.066 -0.003 0.024 -0.0009
C -1.92579 0.81277 3.86739 0.007 -0.025 -0.101 0.0013
C -0.50537 1.40181 3.69023 0.023 -0.043 0.016 0.0159
C -0.36108 2.02960 2.33696 -0.010 -0.036 0.130 -0.0156
C -0.39045 3.40777 2.17032 0.004 0.026 0.004 0.0003
C -0.36009 3.95332 0.90006 -0.026 -0.033 -0.005 0.0000
C -0.31236 3.09557 -0.19133 0.019 -0.028 0.028 -0.0001
C -0.27546 1.73936 0.04438 0.068 -0.020 -0.022 0.0047
N -0.28666 1.20180 1.28082 -0.053 -0.054 -0.177 -0.0194
H -1.33487 -2.26629 3.17030 0.001 0.001 -0.032 -0.0006
H -1.39587 -0.83454 5.17121 -0.026 0.025 0.011 0.0016
H -2.89912 -1.07304 4.25256 -0.007 0.021 0.007 -0.0003
H -2.48476 1.36018 4.62471 0.023 -0.031 0.058 0.0004
H -2.48701 0.91481 2.93448 -0.007 0.041 0.026 0.0001
H 0.24351 0.61092 3.79456 -0.008 0.012 0.022 -0.0034
H -0.28621 2.13574 4.46286 -0.030 0.024 -0.010 0.0001
H -0.44751 4.03905 3.04615 0.008 0.010 -0.002 0.0002
H -0.38768 5.02589 0.76145 0.016 0.001 -0.002 0.0000
H -0.29359 3.45946 -1.20842 -0.007 0.008 -0.006 0.0002
H -0.23486 1.04088 -0.78210 0.061 -0.003 -0.003 -0.0032
O 0.15388 -2.78908 1.40248 -0.102 0.224 -0.007 -0.0160
C 1.12021 -3.54720 1.60931 -0.016 -0.023 0.090 0.0027
C 0.94674 -5.03024 1.55693 0.075 0.019 -0.095 -0.0025
C 1.23792 -5.55326 2.99072 0.030 -0.010 0.003 0.0004
C 0.95428 -4.56114 4.14045 -0.132 -0.013 0.063 0.0002
C 2.05236 -3.52706 4.45434 0.045 0.005 0.035 -0.0001
C 2.24992 -2.43988 3.39795 -0.020 0.006 -0.018 -0.0136
N 2.31152 -3.09373 2.07088 0.034 -0.089 -0.033 -0.0014
H 1.64021 -5.47246 0.83720 -0.018 -0.019 0.016 0.0003
H -0.06623 -5.25709 1.23212 -0.004 0.008 0.007 0.0000
H 2.27830 -5.88032 3.05876 -0.005 0.012 0.004 -0.0002
H 0.63685 -6.44955 3.13632 -0.008 0.011 0.017 0.0000
H 0.80965 -5.15125 5.04575 0.024 -0.004 -0.007 -0.0001
H -0.01177 -4.06260 3.97731 0.069 0.002 -0.020 0.0004
H 2.99819 -4.06183 4.58893 -0.005 0.005 -0.018 -0.0006
H 1.84379 -3.05097 5.41473 -0.020 0.004 -0.005 -0.0003
H 3.16580 -1.87493 3.56085 -0.003 -0.004 0.005 0.0065
H 1.41521 -1.73748 3.38991 -0.010 -0.004 0.011 0.0267
H 2.99558 -3.84242 2.09417 0.024 0.038 -0.016 -0.0004